(1)
{"formula": "CBr2NP", "method": "ωB97M-V/def2-TZVPD", "e_lumo_ha": [-0.1401, -0.1403], "e_homo_ev": [-8.630, -8.621], "homo_lumo_gap_ev": [4.8166, 4.8031], "elements": ["C", "N", "P", "Br", "Br"], "xyz": [[2.8627, -0.5747, -0.3831], [1.7798, -0.3543, -0.0458], [-1.0672, 0.4048, 0.7857], [-1.5078, -1.4486, -0.1784], [-2.0674, 1.9728, -0.1784]]}


(2)
{"formula": "CBrCl2NO2", "method": "ωB97M-V/def2-TZVPD", "e_lumo_ha": [-0.0619, -0.0491], "e_homo_ev": [-10.144, -9.509], "homo_lumo_gap_ev": [8.4589, 8.1720], "elements": ["C", "N", "O", "O", "Cl", "Cl", "Br"], "xyz": [[-0.7009, -0.4623, 0.5322], [1.2335, 0.7196, -0.6926], [2.1746, 1.0367, -0.0729], [0.8802, 0.7447, -1.8076], [-2.0611, 0.4974, -0.1387], [-0.6173, -0.2734, 2.2493], [-0.9089, -2.2627, -0.0698]]}


(3)
{"formula": "CBrClFN3", "method": "ωB97M-V/def2-TZVPD", "e_lumo_ha": [-0.0679, -0.0733], "e_homo_ev": [-9.361, -9.509], "homo_lumo_gap_ev": [7.5124, 7.5143], "elements": ["C", "N", "N", "N", "F", "Cl", "Br"], "xyz": [[0.3097, 0.3722, 0.9120], [0.9774, 1.3642, 0.6617], [-0.5028, -0.4975, 0.8277], [0.4094, 0.0978, -2.1822], [-0.5044, -1.8300, 1.1026], [-1.1634, -0.0114, -2.6135], [1.0512, 1.5337, -1.4870]]}


Listing relative energy (zero: lowest compared OMol25 entry of this formula, charge and spin) for the structures above in their given order: 89.4 40.5 98.1 kcal/mol.
Listing electronic energy for the structures above in their given order: -5582.121868 -3737.550407 -3336.129612 Ha.